# C10H24BN

One molecule with the formula C10H24BN (ωB97M-V with the def2-TZVPD basis set, OMol25).

Geometry as XYZ:
```
36
Properties=species:S:1:pos:R:3:forces:R:3
C 2.45595 -0.94499 -0.48586 0.23 0.85 -0.39
N 1.05128 -0.78243 -0.76526 1.87 -0.19 -0.46
C 0.62594 -1.35804 -1.98527 -1.05 -0.27 -0.41
B 0.17842 -0.02271 0.07356 -1.49 0.26 -0.62
C 0.07968 1.55165 -0.21838 0.72 -1.21 0.34
C 0.82590 2.13649 1.00989 -0.59 1.04 -0.53
C -1.35871 1.99420 -0.37114 0.19 0.88 0.33
C 0.85236 1.83100 -1.51129 0.43 0.41 0.56
C -0.85918 -0.87767 0.93814 0.02 0.11 0.10
C -2.11333 -0.93693 0.03138 -0.08 0.55 0.24
C -0.35170 -2.31853 1.07386 0.76 -0.08 0.26
C -1.11614 -0.30759 2.34746 -1.08 -0.09 -0.78
H 2.64272 -1.93076 -0.09992 0.41 -0.84 0.04
H 3.11632 -0.76592 -1.39548 -0.72 -0.10 0.94
H 2.76375 -0.26280 0.32117 0.06 0.00 -0.30
H 1.19419 -1.07725 -2.87229 0.32 0.61 -0.07
H 0.74059 -2.43010 -1.95144 -0.27 -0.89 -0.06
H -0.43778 -1.11620 -2.19221 0.69 -0.22 0.00
H 0.29974 1.89660 1.92466 0.04 -0.17 0.28
H 1.84952 1.77258 1.05692 0.12 -0.04 0.09
H 0.86422 3.24311 0.98017 0.08 -0.32 -0.16
H -1.96764 1.73451 0.49359 -0.04 0.15 -0.08
H -1.35713 3.08248 -0.47087 -0.25 0.14 -0.09
H -1.79283 1.56148 -1.27387 -0.07 0.09 0.08
H 1.00660 2.88995 -1.65935 -0.12 0.61 -0.03
H 0.39513 1.45257 -2.41985 -0.22 -0.27 0.02
H 1.84489 1.40449 -1.41405 0.19 -0.09 -0.24
H -1.82715 -1.35234 -0.92921 -0.26 -0.07 -0.13
H -2.62378 0.01575 -0.12562 0.30 -0.22 -0.02
H -2.87408 -1.56653 0.45232 -0.30 -0.73 0.38
H -0.21884 -2.83648 0.11184 -0.26 0.22 0.28
H 0.64605 -2.32733 1.54682 -0.28 -0.02 -0.05
H -1.00442 -2.90617 1.72024 -0.17 -0.09 -0.06
H -1.83325 -0.94139 2.91017 0.50 0.30 -0.14
H -1.52121 0.70593 2.29920 -0.17 -0.10 0.02
H -0.17609 -0.21063 2.84998 0.51 -0.23 0.68
```
Positions in Å, forces in eV/Å.

* SMILES: CN(C)B(C(C)(C)C)C(C)(C)C
* charge: 0
* lowest unoccupied orbital energy: 0.7 eV
* HOMO-LUMO gap: 8.1 eV
* max |F|: 1.93 eV Å⁻¹

=====

# C10H24BN2OPTm

C10H24BN2OPTm as an isolated structure (ωB97M-V with the def2-TZVPD basis set, OMol25).

Geometry as XYZ:
```
40
Properties=species:S:1:pos:R:3:forces:R:3
Tm 0.55968 -0.36756 0.10798 2.84 -2.20 0.62
H 1.67306 -2.00005 -1.37141 -0.53 0.22 0.12
H -1.28836 -1.37731 -1.34732 -0.55 -1.72 -1.19
P 0.29976 1.29447 -2.13225 0.41 1.14 -1.60
C 1.80380 2.32888 -2.29919 0.33 -0.21 0.40
H 1.74278 2.93015 -3.21909 0.01 -0.27 0.29
H 1.88569 2.99693 -1.43165 -0.01 -0.10 -0.23
H 2.69628 1.69149 -2.32737 -0.08 0.22 -0.08
C 0.28635 0.37525 -3.71429 0.29 -0.21 -0.01
H -0.73857 0.16143 -4.03314 0.12 0.02 0.05
H 0.78674 0.96837 -4.49443 -0.24 -0.11 0.25
H 0.82816 -0.56276 -3.59205 -0.01 0.11 -0.24
C -0.94682 2.57049 -2.50336 -0.48 0.01 0.51
H -1.03568 3.26589 -1.66351 -0.01 -0.01 -0.14
H -0.65600 3.13095 -3.40426 0.02 -0.32 0.28
H -1.92471 2.10785 -2.66296 0.06 0.11 -0.01
C -1.23957 0.79165 0.10249 -6.03 3.58 1.19
O -2.22079 1.44157 0.25415 4.15 -2.56 -0.77
H -1.71661 -3.01466 -1.22252 0.02 0.34 -0.26
H -1.76475 -2.25080 -2.69915 -0.12 0.03 0.21
H 0.52678 -2.48629 -3.25201 0.25 -0.28 0.29
H 0.43285 -3.86371 -1.60453 0.23 0.19 -0.22
B 0.23019 -2.81675 -2.14631 0.15 -0.22 0.17
N -1.23410 -2.33149 -1.82306 -1.17 1.30 0.84
H 2.24191 -1.52885 -1.05025 0.65 0.49 0.30
H 0.25076 1.32242 0.86367 -0.52 0.69 -0.23
N -0.48854 -1.67942 1.88183 0.34 -0.79 -0.77
C -0.21281 -0.86654 3.07386 -0.53 -0.05 -0.65
C 1.06897 -0.35357 3.23315 -0.18 0.32 0.41
C 1.29363 0.47801 4.34750 0.24 0.14 -0.26
C 0.24264 0.83656 5.19347 -0.11 -0.26 -0.17
C -1.04981 0.35742 4.94792 0.03 -0.29 -0.18
C -1.28892 -0.52394 3.88555 0.51 0.53 0.30
H -0.00669 -2.58826 1.90202 0.06 0.30 0.38
H -1.46692 -1.95991 1.83631 -0.04 0.34 0.17
H 1.88082 -0.59355 2.51395 -0.22 -0.06 0.62
H 2.29307 0.87158 4.54567 -0.32 -0.16 -0.13
H 0.41902 1.49250 6.05028 0.00 -0.25 -0.38
H -1.87553 0.65307 5.59142 0.19 -0.05 -0.11
H -2.28775 -0.90153 3.66289 0.25 0.06 0.20
```
Positions in Å, forces in eV/Å.

* charge: +2
* lowest unoccupied orbital energy (alpha / beta): -8.0 / -7.9 eV
* HOMO-LUMO gap (alpha / beta): 5.7 / 7.7 eV
* expectation value of S²: 3.755
* ΔE to the lowest compared entry with this formula, charge and spin: 34.99 kJ/mol
* max |F|: 7.12 eV Å⁻¹
* spin multiplicity: 4

=====

# C10H24BNO5

A 2-piece molecular cluster, C10H24BNO5 overall (ωB97M-V with the def2-TZVPD basis set, OMol25).

Geometry as XYZ:
```
41
Properties=species:S:1:pos:R:3:forces:R:3
C 2.69041 1.41480 -2.89647 -0.96 -0.56 -0.70
O 3.00616 2.04508 -1.58771 -1.83 0.36 -1.17
C 1.89341 2.88809 -1.11456 -1.02 0.33 0.77
C 1.08124 2.07476 0.09795 0.73 1.46 -0.82
O 0.52686 0.86405 -0.52669 1.64 -1.79 2.57
C 0.92197 -0.36472 0.17806 -6.64 -2.15 2.38
O -0.08641 -1.08086 0.74573 6.46 4.41 -3.77
B 2.43770 -0.98795 0.30286 2.55 -0.85 0.84
O 3.53248 -0.85978 -0.67855 -4.00 -1.62 0.05
N 2.77160 -1.76499 1.59719 1.44 1.70 -1.54
C 3.04549 -0.78888 2.72191 0.29 0.69 1.31
C 4.04208 -2.56908 1.43064 1.60 -1.11 -0.06
H 2.53528 2.25323 -3.71737 0.61 -1.73 1.57
H 3.51080 0.61055 -3.22151 -1.46 2.25 0.98
H 1.66815 0.80021 -2.87325 2.05 1.40 0.25
H 1.16535 3.18297 -2.01092 1.43 -0.83 1.96
H 2.24913 3.91685 -0.62774 -0.26 -2.32 -1.16
H 0.20125 2.72389 0.55324 1.70 -1.35 -1.10
H 1.83572 1.88410 0.97206 -1.31 -0.02 -1.70
H 3.13701 -1.17015 -1.55911 0.99 1.13 1.47
H 2.10296 -0.15859 3.05257 1.82 -1.32 -0.96
H 3.43246 -1.33806 3.70542 -0.93 0.93 -2.23
H 3.92591 -0.07503 2.38664 -1.69 -1.12 0.84
H 4.05001 -3.27030 0.47169 -0.31 1.67 2.04
H 5.00525 -1.88269 1.35403 -1.91 -1.24 0.07
H 4.25166 -3.28735 2.35964 -0.82 1.64 -1.85
C -5.63917 -1.26532 0.87368 -0.11 0.13 0.11
C -5.06821 -1.31887 -0.53396 -0.01 0.13 0.04
O -4.92577 -0.03587 -1.13820 -0.12 0.00 -0.10
C -4.06811 0.88766 -0.47158 0.12 -0.09 -0.08
C -2.63669 0.39569 -0.33903 -0.19 -0.12 0.01
H -6.61637 -0.76595 0.87225 0.16 -0.14 -0.03
H -5.76032 -2.27648 1.27573 0.00 0.12 -0.08
H -4.99167 -0.71045 1.55544 0.03 -0.10 0.00
H -5.75317 -1.89036 -1.16845 0.09 0.26 -0.09
H -4.11387 -1.85363 -0.55239 0.05 0.01 0.10
H -4.48678 1.15411 0.50443 0.03 -0.04 0.07
H -4.07083 1.80708 -1.06875 -0.22 -0.25 -0.05
H -2.57152 -0.51848 0.25576 0.07 0.19 0.01
H -2.01628 1.15593 0.14470 -0.07 -0.14 -0.08
H -2.21515 0.17480 -1.32537 -0.02 0.09 0.14
```
Positions in Å, forces in eV/Å.

* SMILES: COCCOC(=O)B(O)N(C)C.CCOCC
* charge: 0
* lowest unoccupied orbital energy: -0.7 eV
* HOMO-LUMO gap: 8.7 eV
* max |F|: 8.69 eV Å⁻¹

=====

# C10H24Br2F6N2O10S2V

C10H24Br2F6N2O10S2V as an isolated structure (ωB97M-V with the def2-TZVPD basis set, OMol25).

Geometry as XYZ:
```
57
Properties=species:S:1:pos:R:3:forces:R:3
O -0.26012 -0.62454 -0.44573 0.36 -0.04 0.85
V 0.25950 -0.89252 0.99839 2.82 1.40 0.03
O 1.71471 -0.18803 1.14142 -3.30 -1.53 -0.50
C -7.39675 2.33175 -2.97437 0.74 -0.63 -1.67
C -7.34999 1.71843 -4.44301 -1.33 -0.43 -0.23
C -7.63743 2.69228 -5.58940 -0.02 1.05 -1.35
O -7.71302 2.11618 -6.89192 0.09 -1.13 -0.50
C -8.43392 2.83844 -7.94386 0.26 -0.65 0.90
N -6.12981 0.83189 -4.68691 -0.57 0.90 0.56
H -6.15262 0.39446 -5.59699 0.09 0.31 -0.78
H -5.28781 1.36615 -4.52661 0.68 -0.17 -0.05
H -6.20495 0.05586 -4.04486 0.41 -0.27 0.70
H -7.02193 1.58417 -2.27526 -0.19 0.01 0.12
H -8.40970 2.62691 -2.70063 0.08 -0.17 -0.20
H -6.74253 3.20119 -2.90990 -0.03 0.04 -0.03
H -8.10545 0.94627 -4.58849 -0.52 0.18 0.51
H -6.90082 3.48258 -5.73413 0.18 0.34 0.88
H -8.61587 3.13493 -5.40284 0.02 0.23 0.58
H -9.49686 2.83180 -7.70256 -0.02 0.38 0.11
H -8.33297 2.29145 -8.88127 0.29 -0.29 0.32
H -8.03470 3.83540 -8.13038 -0.04 0.12 0.39
C 8.29546 -0.43267 2.43926 -1.24 1.53 -0.85
C 8.41689 0.77242 1.40030 0.02 -2.46 0.55
C 9.55881 1.70606 1.70950 -0.16 2.00 0.01
O 9.60079 2.55079 0.60325 1.97 1.59 -3.16
C 10.67991 3.55440 0.45738 -0.73 0.43 0.83
N 8.61531 0.03242 0.01905 1.19 0.01 0.47
H 7.84960 -0.53335 -0.31811 -0.89 -0.11 0.45
H 8.88983 0.59495 -0.77360 0.08 1.01 -0.02
H 9.37519 -0.62278 0.13481 0.43 -0.40 0.13
H 8.02753 -0.08524 3.43706 0.34 0.32 -0.03
H 9.18307 -1.06245 2.49935 -0.03 0.12 -0.22
H 7.39549 -0.97456 2.14858 0.24 -0.51 -0.05
H 7.49701 1.30684 1.16297 0.05 0.14 0.81
H 10.53568 1.34200 2.02774 -0.04 -0.80 -0.32
H 9.26843 2.44325 2.45806 -0.47 -0.88 1.16
H 10.81654 4.11894 1.37973 0.09 -0.48 0.51
H 10.42069 4.38121 -0.20390 -0.95 -0.58 -0.41
H 11.66010 3.26171 0.08101 -0.17 -1.06 0.24
C 0.33971 -1.35017 8.32334 1.31 -1.48 -0.80
F -0.32171 -0.24206 8.02589 0.23 0.07 0.23
F 1.14888 -1.16582 9.39075 -0.50 0.43 0.01
F -0.56328 -2.29225 8.67626 0.32 0.38 -0.23
S 1.50652 -1.92941 6.86079 1.23 -1.44 -2.11
O 2.11210 -3.26887 7.18197 -1.43 2.69 0.46
O 0.59596 -2.01281 5.70379 0.36 0.33 1.40
O 2.51412 -0.85170 6.71926 -1.33 -0.93 0.93
C -5.11277 -6.40483 1.32884 -2.31 3.95 -0.39
F -6.23476 -6.97134 0.79360 1.06 -0.62 -0.12
F -5.17562 -6.61259 2.63285 0.35 -0.38 0.31
F -3.99529 -6.80012 0.82832 1.08 -1.84 -0.61
S -5.22496 -4.51253 0.90806 1.21 2.32 1.31
O -4.02528 -3.88972 1.54131 -1.28 -1.60 -0.98
O -5.23482 -4.35665 -0.55156 -0.09 -0.95 0.62
O -6.44811 -4.07830 1.57076 -0.10 -0.72 -0.38
Br -2.04812 2.71354 3.30759 0.24 -0.30 -0.47
Br 2.33415 -4.90337 -0.57492 -0.06 0.56 0.08
```
Positions in Å, forces in eV/Å.

* charge: -1
* lowest unoccupied orbital energy: -0.6 eV
* HOMO-LUMO gap: 3.8 eV
* ΔE to the lowest compared entry with this formula, charge and spin: 1098.24 kJ/mol
* max |F|: 4.59 eV Å⁻¹

=====

The lowest max |F| belongs to which entry?
C10H24BN